{"formula": "C24H57N6O", "method": "the ωB97M-V functional and the def2-TZVPD basis", "species": ["C", "C", "O", "C", "C", "N", "C", "N", "C", "N", "H", "H", "H", "H", "H", "H", "H", "H", "H", "H", "H", "H", "C", "C", "N", "C", "C", "C", "C", "H", "H", "H", "H", "H", "H", "H", "H", "H", "H", "H", "H", "H", "H", "H", "C", "C", "N", "C", "C", "C", "C", "H", "H", "H", "H", "H", "H", "H", "H", "H", "H", "H", "H", "H", "H", "H", "C", "C", "N", "C", "C", "C", "C", "H", "H", "H", "H", "H", "H", "H", "H", "H", "H", "H", "H", "H", "H", "H"], "positions_angstrom": [[0.284, 3.695, 5.140], [-0.027, 4.504, 3.740], [-0.919, 5.680, 3.911], [-1.941, 5.439, 4.942], [-3.039, 4.274, 4.587], [-3.903, 4.251, 5.829], [-5.035, 3.249, 5.874], [-6.415, 3.882, 5.632], [-3.392, 5.270, 6.823], [-2.174, 6.038, 6.313], [0.653, 4.496, 5.936], [1.138, 2.903, 4.879], [-0.627, 3.047, 5.532], [-0.482, 3.833, 2.896], [1.032, 4.885, 3.343], [-3.064, 3.646, 3.600], [-4.821, 2.465, 5.002], [-5.119, 2.635, 6.867], [-7.139, 3.112, 5.710], [-6.413, 4.286, 4.651], [-3.834, 5.471, 7.893], [-1.607, 6.793, 6.756], [-3.071, 4.092, 0.478], [-3.192, 3.434, -0.894], [-1.903, 3.192, -1.548], [-2.029, 2.846, -2.969], [-2.741, 1.543, -3.316], [-0.931, 2.398, -0.795], [-1.348, 0.999, -0.348], [-2.484, 5.015, 0.422], [-4.064, 4.352, 0.855], [-2.603, 3.426, 1.209], [-3.785, 4.114, -1.520], [-3.777, 2.512, -0.795], [-1.034, 2.838, -3.430], [-2.560, 3.665, -3.471], [-2.121, 0.674, -3.098], [-2.955, 1.519, -4.392], [-3.696, 1.437, -2.795], [-0.644, 2.966, 0.098], [0.001, 2.321, -1.371], [-2.348, 0.981, 0.091], [-0.651, 0.636, 0.412], [-1.316, 0.287, -1.175], [4.814, -2.218, -2.720], [3.806, -1.410, -3.532], [2.662, -0.937, -2.749], [1.561, -0.430, -3.578], [1.827, 0.813, -4.419], [2.971, -0.135, -1.564], [3.793, 1.136, -1.760], [4.327, -3.051, -2.202], [5.575, -2.640, -3.384], [5.328, -1.600, -1.978], [3.441, -2.070, -4.331], [4.329, -0.583, -4.028], [0.684, -0.246, -2.944], [1.248, -1.236, -4.255], [1.861, 1.715, -3.808], [1.010, 0.948, -5.140], [2.754, 0.738, -4.993], [3.504, -0.775, -0.850], [2.039, 0.124, -1.045], [4.657, 0.980, -2.409], [4.170, 1.479, -0.792], [3.187, 1.946, -2.171], [0.709, -4.532, -2.369], [1.503, -5.832, -2.272], [2.296, -5.948, -1.046], [3.279, -7.039, -1.092], [2.747, -8.463, -1.189], [1.565, -5.819, 0.216], [0.409, -6.782, 0.470], [1.361, -3.661, -2.243], [0.238, -4.455, -3.354], [-0.085, -4.484, -1.619], [2.181, -5.853, -3.137], [0.817, -6.678, -2.395], [3.940, -6.967, -0.219], [3.937, -6.864, -1.953], [2.326, -8.803, -0.242], [3.570, -9.146, -1.433], [1.992, -8.575, -1.973], [1.173, -4.797, 0.279], [2.271, -5.885, 1.055], [-0.248, -6.886, -0.396], [-0.200, -6.409, 1.299], [0.767, -7.772, 0.760]], "charge": 1, "gap_ev": 4.941, "lumo_energy_ev": -4.195, "fmax_ha_per_bohr": 0.145, "homo_energy_ev": -9.14, "de_lowest_kcal_mol": 157.4}

---

{"formula": "C22H32F3N3O2", "method": "the ωB97M-V functional and the def2-TZVPD basis", "species": ["C", "C", "C", "C", "N", "C", "C", "C", "C", "C", "C", "C", "N", "C", "O", "C", "C", "C", "C", "C", "C", "C", "C", "F", "F", "F", "C", "C", "N", "O", "H", "H", "H", "H", "H", "H", "H", "H", "H", "H", "H", "H", "H", "H", "H", "H", "H", "H", "H", "H", "H", "H", "H", "H", "H", "H", "H", "H", "H", "H", "H", "H"], "positions_angstrom": [[0.958, 0.835, 4.858], [1.886, 0.454, 3.711], [1.828, -1.034, 3.367], [0.471, -1.440, 2.769], [0.428, -2.754, 2.154], [0.656, -3.845, 3.082], [-0.065, -5.124, 2.650], [-1.578, -4.928, 2.606], [-2.294, -6.140, 2.024], [1.158, -2.873, 0.904], [0.220, -3.182, -0.273], [-0.648, -1.980, -0.642], [0.145, -0.922, -1.227], [0.281, 0.299, -0.704], [-0.268, 0.704, 0.301], [1.241, 1.209, -1.497], [0.736, 2.654, -1.536], [0.427, 2.781, -3.010], [-0.171, 3.942, -3.638], [-0.540, 5.054, -2.881], [-1.106, 6.157, -3.491], [-1.303, 6.158, -4.865], [-1.945, 7.340, -5.533], [-1.792, 8.480, -4.843], [-1.455, 7.570, -6.762], [-3.274, 7.172, -5.688], [-0.944, 5.054, -5.632], [-0.380, 3.955, -5.020], [0.767, 1.746, -3.676], [1.315, 0.795, -2.876], [1.097, 1.880, 5.125], [1.167, 0.227, 5.737], [-0.081, 0.692, 4.576], [1.619, 1.034, 2.825], [2.913, 0.712, 3.985], [2.031, -1.624, 4.264], [2.615, -1.256, 2.641], [-0.292, -1.428, 3.550], [0.184, -0.704, 2.016], [0.264, -3.543, 4.056], [1.732, -4.066, 3.205], [0.184, -5.920, 3.355], [0.295, -5.433, 1.667], [-1.797, -4.042, 2.009], [-1.943, -4.742, 3.618], [-1.965, -6.328, 1.004], [-2.087, -7.028, 2.617], [-3.370, -5.980, 2.012], [1.911, -3.668, 0.973], [1.687, -1.940, 0.681], [0.815, -3.478, -1.140], [-0.434, -4.010, -0.007], [-1.125, -1.576, 0.251], [-1.420, -2.281, -1.358], [0.635, -1.123, -2.088], [2.242, 1.106, -1.065], [-0.147, 2.765, -0.904], [1.487, 3.382, -1.227], [-0.389, 5.060, -1.813], [-1.391, 7.018, -2.906], [-1.103, 5.067, -6.699], [-0.090, 3.089, -5.594]], "charge": 0, "gap_ev": 8.151, "lumo_energy_ev": 0.024, "fmax_ha_per_bohr": 0.022, "homo_energy_ev": -8.13, "de_lowest_kcal_mol": 5.1}

---

{"formula": "C20H20F3NO4S2", "method": "the ωB97M-V functional and the def2-TZVPD basis", "species": ["C", "C", "C", "N", "C", "C", "C", "C", "C", "F", "F", "F", "S", "O", "O", "C", "C", "C", "C", "C", "C", "S", "O", "O", "C", "C", "C", "C", "C", "C", "H", "H", "H", "H", "H", "H", "H", "H", "H", "H", "H", "H", "H", "H", "H", "H", "H", "H", "H", "H"], "positions_angstrom": [[-0.620, -0.846, -2.469], [-1.250, -0.213, -1.306], [-1.166, -0.739, -0.044], [-0.128, -1.675, 0.394], [-0.421, -2.757, 1.301], [-0.923, -4.120, 0.773], [-0.379, -4.746, -0.553], [1.140, -4.750, -0.652], [1.764, -5.220, -1.990], [1.377, -4.311, -2.913], [1.258, -6.397, -2.272], [3.164, -5.095, -1.862], [1.554, -0.992, 0.338], [1.862, -0.347, -0.869], [2.477, -2.059, 0.716], [1.591, 0.228, 1.716], [1.419, -0.257, 3.036], [1.319, 0.668, 4.103], [1.698, 2.029, 3.901], [2.083, 2.486, 2.604], [2.046, 1.532, 1.563], [-2.182, 0.133, 1.183], [-3.348, -0.710, 1.599], [-1.580, 0.869, 2.321], [-2.711, 1.323, -0.126], [-3.592, 2.325, 0.150], [-3.932, 3.199, -0.925], [-3.420, 2.927, -2.221], [-2.615, 1.711, -2.430], [-2.185, 1.008, -1.302], [-1.451, -1.060, -3.160], [-0.065, -1.751, -2.314], [0.139, -0.169, -3.008], [0.535, -3.109, 1.616], [-0.927, -2.373, 2.245], [-2.033, -3.984, 0.568], [-0.913, -4.875, 1.569], [-0.750, -5.790, -0.658], [-0.876, -4.217, -1.477], [1.594, -5.319, 0.206], [1.506, -3.705, -0.599], [1.182, -1.377, 3.185], [1.058, 0.348, 5.135], [1.840, 2.768, 4.649], [2.251, 3.472, 2.393], [2.232, 1.825, 0.511], [-3.786, 2.541, 1.194], [-4.616, 3.979, -0.735], [-3.626, 3.592, -2.995], [-2.019, 1.393, -3.320]], "charge": 0, "gap_ev": 8.715, "lumo_energy_ev": -0.484, "fmax_ha_per_bohr": 0.098, "homo_energy_ev": -9.20}

---

{"formula": "C3H8O2", "method": "the ωB97M-V functional and the def2-TZVPD basis", "species": ["C", "C", "O", "C", "O", "H", "H", "H", "H", "H", "H", "H", "H"], "positions_angstrom": [[0.360, 1.208, 0.671], [-0.048, 0.313, -0.486], [0.374, 0.959, -1.678], [0.670, -1.026, -0.423], [0.127, -2.104, -0.374], [1.450, 1.311, 0.701], [0.013, 0.803, 1.627], [-0.070, 2.203, 0.528], [-1.132, 0.135, -0.480], [0.039, 0.452, -2.430], [1.777, -0.937, -0.477], [-1.981, -1.520, 1.691], [-1.579, -1.798, 1.129]], "charge": 0, "gap_ev": 10.680, "lumo_energy_ev": 0.762, "fmax_ha_per_bohr": 0.012, "homo_energy_ev": -9.92, "de_lowest_kcal_mol": 42.4}

---

{"formula": "C15H12N3O2", "method": "the ωB97M-V functional and the def2-TZVPD basis", "species": ["C", "C", "O", "C", "O", "C", "C", "C", "C", "C", "C", "N", "C", "C", "C", "C", "N", "C", "C", "N", "H", "H", "H", "H", "H", "H", "H", "H", "H", "H", "H", "H"], "positions_angstrom": [[4.485, 0.843, 1.137], [3.116, 0.533, 1.647], [2.272, 0.314, 0.431], [0.982, 0.211, 0.651], [0.638, 0.164, 1.819], [-0.005, 0.299, -0.585], [-1.020, -0.859, -0.416], [-1.736, -1.024, 0.761], [-2.827, -1.905, 0.818], [-3.246, -2.602, -0.326], [-4.403, -3.362, -0.305], [-5.383, -4.050, -0.324], [-2.438, -2.495, -1.468], [-1.347, -1.614, -1.522], [-0.613, 1.543, -0.682], [-1.972, 1.798, -1.253], [-3.080, 2.113, -1.375], [0.386, 2.731, -1.014], [1.753, 2.563, -0.865], [2.927, 2.802, -0.803], [5.102, 1.155, 1.980], [4.896, -0.061, 0.696], [4.438, 1.634, 0.390], [3.039, -0.375, 2.241], [2.667, 1.359, 2.188], [0.604, 0.183, -1.480], [-1.462, -0.431, 1.652], [-3.397, -1.974, 1.755], [-2.747, -3.050, -2.358], [-0.782, -1.496, -2.456], [-0.811, 1.350, 0.380], [-0.038, 3.705, -1.312]], "charge": -1, "gap_ev": 5.583, "lumo_energy_ev": 2.511, "fmax_ha_per_bohr": 0.144, "homo_energy_ev": -3.07, "de_lowest_kcal_mol": 48.8}